Molecular formula: C4H10N2O2
Method: DFT, the ωB97M-V functional and the def2-TZVPD basis

- HOMO: -8.6 eV
- Energy above the lowest of the compared OMol25 structures with the same formula, charge and spin: 3.444 eV
- Total energy: -418.3344 a.u.
- Molar mass: 118.136 g/mol

Last columns: bonded neighbours and bond lengths (Å).
Cartesian coordinates (Å):
1 O -2.372 -0.148 -0.384  N3 1.427, H13 0.964
2 O -0.731 1.474 0.853  C8 1.344, H15 0.971
3 N -1.531 0.680 -1.186  O1 1.427, C8 1.274
4 N 0.148 2.232 -1.105  C8 1.366, H11 1.006, H18 1.007
5 C 1.916 -0.767 0.082  C6 1.491, H9 1.090, H12 1.090, H16 1.087
6 C 0.663 -1.561 0.235  C5 1.491, C7 1.320, H14 1.082
7 C -0.032 -1.656 1.353  C6 1.320, H10 1.079, H17 1.077
8 C -0.767 1.425 -0.489  O2 1.344, N3 1.274, N4 1.366
9 H 2.736 -1.415 -0.228  C5 1.090
10 H 0.278 -1.151 2.254  C7 1.079
11 H -0.034 2.426 -2.075  N4 1.006
12 H 1.784 -0.008 -0.688  C5 1.090
13 H -2.810 -0.704 -1.038  O1 0.964
14 H 0.330 -2.074 -0.658  C6 1.082
15 H -1.294 0.755 1.184  O2 0.971
16 H 2.184 -0.279 1.016  C5 1.087
17 H -0.937 -2.236 1.417  C7 1.077
18 H 0.467 3.006 -0.544  N4 1.007

=====

Molecular formula: C4H10N2OS
Method: DFT, the ωB97M-V functional and the def2-TZVPD basis

- HOMO: -9.2 eV
- Energy above the lowest of the compared OMol25 structures with the same formula, charge and spin: 2.463 eV
- Total energy: -741.2875 a.u.
- Molar mass: 134.204 g/mol

Last columns: bonded neighbours and bond lengths (Å).
Cartesian coordinates (Å):
1 S 2.783 -0.612 -1.139  C6 1.860, H18 1.352
2 O 0.283 -2.193 2.149  C7 1.196
3 N -1.191 2.064 -0.234  C8 1.458, H15 1.002, H16 1.006
4 N -0.984 -0.292 0.533  C5 1.520, C8 1.443, H13 1.020
5 C 0.514 -0.536 0.470  N4 1.520, C6 1.528, C7 1.519, H10 1.094
6 C 1.017 -0.079 -0.899  S1 1.860, C5 1.528, H11 1.123, H14 1.077
7 C 0.610 -1.946 1.026  O2 1.196, C5 1.519, H12 1.116
8 C -1.740 0.714 -0.172  N3 1.458, N4 1.443, H9 1.107, H17 1.107
9 H -2.698 0.820 0.373  C8 1.107
10 H 1.005 0.087 1.225  C5 1.094
11 H 1.214 1.021 -0.999  C6 1.123
12 H 0.846 -2.764 0.303  C7 1.116
13 H -1.217 -0.233 1.525  N4 1.020
14 H 0.552 -0.512 -1.768  C6 1.077
15 H -0.415 2.210 -0.851  N3 1.002
16 H -1.833 2.808 -0.447  N3 1.006
17 H -1.881 0.389 -1.220  C8 1.107
18 H 3.134 -0.944 0.123  S1 1.352

=====

Molecular formula: C4H10N2OS
Method: DFT, the ωB97M-V functional and the def2-TZVPD basis

- HOMO: -8.5 eV
- Energy above the lowest of the compared OMol25 structures with the same formula, charge and spin: 3.226 eV
- Total energy: -741.2594 a.u.
- Molar mass: 134.204 g/mol

Last columns: bonded neighbours and bond lengths (Å).
Cartesian coordinates (Å):
1 S -2.848 0.032 -0.152  C5 1.903, H10 1.332
2 O -0.530 1.344 -0.590  C5 1.306
3 N -0.513 -0.191 1.170  N4 1.393, C5 1.495, H12 1.016
4 N 0.342 -0.805 0.257  N3 1.393, C7 1.350, C8 1.452
5 C -1.233 0.871 0.403  S1 1.903, O2 1.306, N3 1.495, H9 1.098
6 C 2.029 0.997 0.058  C7 1.491, H14 1.086, H15 1.087, H18 1.092
7 C 1.005 0.079 -0.519  N4 1.350, C6 1.491, H13 1.083
8 C -0.254 -1.967 -0.379  N4 1.452, H11 1.092, H16 1.088, H17 1.086
9 H -1.576 1.623 1.124  C5 1.098
10 H -3.313 1.126 -0.754  S1 1.332
11 H -0.998 -1.691 -1.130  C8 1.092
12 H 0.017 0.241 1.921  N3 1.016
13 H 1.179 -0.225 -1.544  C7 1.083
14 H 2.133 1.871 -0.578  C6 1.086
15 H 1.778 1.323 1.064  C6 1.087
16 H 0.536 -2.555 -0.841  C8 1.088
17 H -0.739 -2.547 0.400  C8 1.086
18 H 2.986 0.474 0.087  C6 1.092

=====

Molecular formula: C4H10N2OS
Method: DFT, the ωB97M-V functional and the def2-TZVPD basis

- HOMO (spin up / spin down): -9.0 / -9.0 eV
- Energy above the lowest of the compared OMol25 structures with the same formula, charge and spin: 7.255 eV
- Total energy: -741.1114 a.u.
- Molar mass: 134.204 g/mol

Last columns: bonded neighbours and bond lengths (Å).
Cartesian coordinates (Å):
1 S 1.159 0.968 -0.248  C5 1.802
2 O 1.367 -2.677 -1.647  N4 1.280
3 N -1.431 1.626 2.224  C8 1.445, H9 1.013, H13 1.014
4 N 0.842 -1.655 -2.210  O2 1.280, C6 1.453, C7 1.266
5 C 2.329 0.028 -1.245  S1 1.802, C6 1.527, H15 1.093, H17 1.089
6 C 1.698 -0.523 -2.522  N4 1.453, C5 1.527, H10 1.093, H18 1.096
7 C -0.394 -1.692 -2.483  N4 1.266, H16 1.075
8 C -2.111 0.352 2.186  N3 1.445, H11 1.089, H12 1.088, H14 1.098
9 H -0.812 1.743 1.430  N3 1.013
10 H 1.099 0.236 -3.032  C6 1.093
11 H -2.794 0.290 3.032  C8 1.089
12 H -2.687 0.291 1.265  C8 1.088
13 H -0.898 1.745 3.078  N3 1.014
14 H -1.434 -0.512 2.225  C8 1.098
15 H 2.704 -0.799 -0.638  C5 1.093
16 H -1.034 -2.520 -2.235  C7 1.075
17 H 3.152 0.699 -1.490  C5 1.089
18 H 2.497 -0.879 -3.182  C6 1.096

=====

Molecular formula: C4H10N2S
Method: DFT, the ωB97M-V functional and the def2-TZVPD basis

- HOMO: -8.5 eV
- Energy above the lowest of the compared OMol25 structures with the same formula, charge and spin: 2.396 eV
- Total energy: -666.0149 a.u.
- Molar mass: 118.205 g/mol

Last columns: bonded neighbours and bond lengths (Å).
Cartesian coordinates (Å):
1 S -2.612 -0.290 0.005  C5 1.539
2 N -0.222 0.194 -0.501  N3 1.361, C5 1.358, H12 1.011
3 N 1.082 0.574 -0.418  N2 1.361, C6 1.512, C7 1.455
4 C 1.853 -1.956 -0.027  C7 1.613, H11 1.169, H15 1.127, H17 1.105
5 C -1.193 0.112 0.445  S1 1.539, N2 1.358, H9 1.107
6 C 1.278 1.989 0.078  N3 1.512, H8 1.087, H13 1.136, H14 1.137
7 C 1.928 -0.377 0.287  N3 1.455, C4 1.613, H10 1.126, H16 1.129
8 H 2.342 2.158 -0.062  C6 1.087
9 H -0.844 0.480 1.429  C5 1.107
10 H 2.882 0.162 0.029  C7 1.126
11 H 2.478 -2.261 -0.967  C4 1.169
12 H -0.621 0.225 -1.429  N2 1.011
13 H 0.857 2.101 1.127  C6 1.136
14 H 0.677 2.757 -0.506  C6 1.137
15 H 0.798 -2.287 -0.246  C4 1.127
16 H 1.840 -0.186 1.397  C7 1.129
17 H 2.163 -2.491 0.889  C4 1.105

=====

Molecular formula: C4H10N2S
Method: DFT, the ωB97M-V functional and the def2-TZVPD basis

- HOMO: -7.3 eV
- Energy above the lowest of the compared OMol25 structures with the same formula, charge and spin: 3.164 eV
- Total energy: -665.9867 a.u.
- Molar mass: 118.205 g/mol

Last columns: bonded neighbours and bond lengths (Å).
Cartesian coordinates (Å):
1 S -2.075 -1.388 0.192  C7 1.762, H16 1.337
2 N 0.376 1.564 0.370  N3 1.289, H15 1.024
3 N 0.896 0.404 0.159  N2 1.289, C6 1.305, H11 1.025
4 C 2.430 -1.466 -0.094  C6 1.491, H9 1.093, H10 1.086, H14 1.092
5 C -2.762 1.179 -0.461  C7 1.319, H12 1.079, H17 1.074
6 C 2.121 -0.043 0.225  N3 1.305, C4 1.491, H8 1.078
7 C -2.239 0.351 0.423  S1 1.762, C5 1.319, H13 1.074
8 H 2.904 0.645 0.502  C6 1.078
9 H 2.251 -1.682 -1.150  C4 1.093
10 H 3.472 -1.677 0.124  C4 1.086
11 H 0.187 -0.290 -0.099  N3 1.025
12 H -3.129 0.849 -1.420  C5 1.079
13 H -1.862 0.666 1.379  C7 1.074
14 H 1.810 -2.148 0.490  C4 1.092
15 H 1.104 2.239 0.623  N2 1.024
16 H -2.671 -1.435 -1.004  S1 1.337
17 H -2.813 2.232 -0.259  C5 1.074